A 3-piece molecular cluster, C2H11N4 overall in a non-equilibrium geometry, computed with wB97M-V/def2-TZVPD.

Last columns: bonded neighbours and bond lengths (Å).
Positions of all 17 atoms, in Å:
1 C 0.01779 1.59925 2.20678  H7 1.093, H8 1.121, H9 1.043
2 C -0.84214 0.09934 -0.64333  N4 1.324, N5 1.354
3 N 1.62290 -2.26900 1.39179  H10 1.005, H11 1.069, H16 1.029
4 N 0.01879 -0.80148 -1.09017  C2 1.324, H12 0.981, H13 1.083
5 N -1.52170 1.02963 -1.35552  C2 1.354, N6 1.443, H14 1.012
6 N -1.20943 1.34917 -2.72799  N5 1.443, H15 1.003, H17 0.988
7 H 0.84877 2.12301 2.68597  C1 1.093
8 H -0.02280 0.48495 2.09231  C1 1.121
9 H -0.60870 2.10688 1.54576  C1 1.043
10 H 2.54861 -2.63195 1.24439  N3 1.005
11 H 0.86148 -3.01400 1.29883  N3 1.069
12 H 0.20227 -1.07928 -2.01333  N4 0.981
13 H 0.45197 -1.31074 -0.23860  N4 1.083
14 H -2.37962 1.43212 -0.99955  N5 1.012
15 H -1.04144 2.33764 -2.71172  N6 1.003
16 H 1.69788 -2.07760 2.39978  N3 1.029
17 H -0.64462 0.62206 -3.08539  N6 0.988

Calculated values
* net charge: +1
* 2S+1: 1

---

A 3-piece molecular cluster, C2H11NO2 overall in a non-equilibrium geometry, computed with wB97M-V/def2-TZVPD.

Last columns: bonded neighbours and bond lengths (Å).
Positions of all 16 atoms, in Å:
1 C 1.33954 0.72927 -0.92779  C2 1.533, H4 1.093, H5 1.084, H6 1.102
2 C 1.88720 -0.62412 -0.45928  C1 1.533, N3 1.457, H7 1.092, H8 1.099
3 N 0.85908 -1.60828 -0.14538  C2 1.457, H9 1.006, H10 1.002
4 H 0.81245 1.20214 -0.09475  C1 1.093
5 H 2.11013 1.37693 -1.32942  C1 1.084
6 H 0.56565 0.60269 -1.70225  C1 1.102
7 H 2.59888 -1.08493 -1.14694  C2 1.092
8 H 2.42640 -0.39801 0.47099  C2 1.099
9 H 0.14095 -1.20281 0.42992  N3 1.006
10 H 0.59194 -2.25889 -0.85943  N3 1.002
11 O -1.18762 -0.58782 2.41303  H12 0.975, H13 0.975
12 H -1.92111 -0.38788 1.80198  O11 0.975
13 H -1.21632 -1.56032 2.47563  O11 0.975
14 O -3.26521 1.71355 -0.16061  H15 0.959, H16 0.961
15 H -3.40752 2.37294 -0.84257  O14 0.959
16 H -2.33444 1.71553 0.07688  O14 0.961

Calculated values
* net charge: 0
* structure (SMILES): CCN.O.O
* 2S+1: 1

---

A 4-piece molecular cluster, C2H11NO4 overall in a non-equilibrium geometry, computed with wB97M-V/def2-TZVPD.

Last columns: bonded neighbours and bond lengths (Å).
Positions of all 18 atoms, in Å:
1 N 0.80068 0.01561 -0.57306  C2 1.470, H5 1.029, H6 1.120
2 C 0.03639 -0.91223 -1.41953  N1 1.470, C3 1.468, H7 1.221, H8 1.086
3 C -1.33233 -0.39014 -1.50754  C2 1.468, O4 1.218, H9 1.080
4 O -2.36305 -0.90083 -1.10776  C3 1.218
5 H 0.65712 -0.15317 0.43167  N1 1.029
6 H 1.88423 -0.23555 -0.70344  N1 1.120
7 H 0.17097 -1.93888 -0.77302  C2 1.221
8 H 0.24285 -1.26019 -2.42702  C2 1.086
9 H -1.49940 0.28848 -2.33110  C3 1.080
10 O -1.16394 -2.94404 0.72583  H11 0.951, H12 0.937
11 H -1.37721 -3.02334 1.64871  O10 0.951
12 H -1.65375 -2.19737 0.44330  O10 0.937
13 O -0.39870 2.47201 0.00024  H14 0.972, H15 1.057
14 H -0.32378 3.02770 0.79454  O13 0.972
15 H 0.40743 1.80772 0.16444  O13 1.057
16 O 2.09322 2.21301 1.85361  H17 0.968, H18 1.020
17 H 1.94614 2.84778 2.56889  O16 0.968
18 H 1.87313 1.28343 2.21123  O16 1.020

Calculated values
* net charge: 0
* structure (SMILES): NCC=O.O.O.O
* 2S+1: 1

---

A 4-piece molecular cluster, C2H11O3S overall, computed with wB97M-V/def2-TZVPD.

Last columns: bonded neighbours and bond lengths (Å).
Positions of all 17 atoms, in Å:
1 C 0.27330 -1.52322 1.72199  C2 1.530, H4 1.095, H5 1.080, H6 1.101
2 C -0.25111 -1.85523 0.32317  C1 1.530, S3 1.813, H7 1.090, H8 1.090
3 S 0.45465 -0.85989 -1.01814  C2 1.813
4 H -0.02845 -0.51328 2.01747  C1 1.095
5 H 1.34908 -1.61356 1.71110  C1 1.080
6 H -0.18326 -2.17665 2.48079  C1 1.101
7 H -1.34133 -1.85309 0.34324  C2 1.090
8 H 0.00428 -2.89129 0.10221  C2 1.090
9 H -0.08768 2.26787 -1.51792  O11 0.964
10 H -0.65772 1.06329 -0.79890  O11 0.993
11 O -0.89017 1.99309 -1.06033  H9 0.964, H10 0.993
12 H -0.41570 3.37590 1.93479  O14 0.964
13 H -1.00999 2.01569 2.10285  O14 0.965
14 O -0.53077 2.68859 2.60138  H12 0.964, H13 0.965
15 H 0.34118 -0.06065 -3.68169  O17 0.969
16 H 1.74043 -0.16606 -3.24061  O17 0.971
17 O 1.23328 0.10848 -4.02143  H15 0.969, H16 0.971

Calculated values
* net charge: -1
* 2S+1: 1

---

| no. | electronic energy (eV) |
| --- | --- |
| 1 | -8200.6421 |
| 2 | -7837.1625 |
| 3 | -11930.3307 |
| 4 | -19231.7693 |